Entry from OMol25: a molecular structure, C30H57BN2O4P2S3SbTi in a non-equilibrium geometry (ωB97M-V/def2-TZVPD).

Computed properties:
expectation value of S² = 0.7576
spin multiplicity = 2
LUMO energy (alpha / beta) = 0.1450 / 0.1450 hartree
net charge = -2
HOMO-LUMO gap (alpha / beta) = 4.72 / 4.98 eV

Element x y z (Å)
Ti 0.957487 -0.466878 -1.645840
C -5.159235 1.226449 1.034255
C -3.809165 1.645903 0.484347
C -2.803876 1.620433 1.635592
C -3.912416 3.079072 -0.022333
P -3.004288 0.642277 -0.907770
C -2.713054 -0.990644 -0.049863
N -1.544164 -1.168022 0.763627
B -0.118265 -0.988851 0.445219
N 0.543058 -1.649531 1.558361
C 1.949160 -1.743153 1.833059
P 3.037392 -0.354162 1.226633
C 2.664572 1.121546 2.485340
C 1.183775 1.102185 2.809088
C 2.907687 2.362437 1.631938
C 3.410956 1.331787 3.781657
C 4.712499 -1.079410 1.771987
C 5.749597 -0.008589 1.439862
C 5.007097 -2.292273 0.899095
C 4.866482 -1.516129 3.220439
C -0.373740 -2.114984 2.467090
C -0.191609 -2.631588 3.738842
C -1.314689 -2.894723 4.528710
C -2.586122 -2.661009 4.030676
C -2.765581 -2.149119 2.740655
C -1.666594 -1.835689 1.962437
C -4.451710 0.011256 -2.033145
C -5.596474 -0.757117 -1.380746
C -5.027376 1.213834 -2.762897
C -3.830363 -0.923220 -3.071921
H -5.342647 1.765127 1.976474
H -5.223950 0.156169 1.263341
H -5.977865 1.491930 0.353941
H -3.085111 2.373966 2.389549
H -1.784660 1.832471 1.267610
H -2.778113 0.632122 2.113229
H -4.231154 3.749424 0.792642
H -4.633406 3.179768 -0.841848
H -2.935200 3.422973 -0.390958
H -2.662941 -1.697503 -0.901004
H -3.623167 -1.133740 0.529498
H 2.369685 -2.586093 1.247716
H 2.147759 -1.838030 2.902694
H 0.586078 0.865213 1.919130
H 0.866348 2.078310 3.217966
H 0.946710 0.305960 3.539218
H 2.383581 2.286166 0.678612
H 3.973445 2.491856 1.380411
H 2.563017 3.268371 2.165057
H 3.121436 0.590985 4.542174
H 3.135812 2.321864 4.185017
H 4.503145 1.322111 3.673138
H 5.955716 -0.014421 0.361500
H 6.690821 -0.223077 1.972462
H 5.429244 1.005143 1.710559
H 4.883382 -2.058893 -0.167565
H 4.340567 -3.133972 1.128258
H 6.046015 -2.618870 1.082798
H 4.803943 -0.685287 3.925444
H 5.858535 -1.981140 3.347752
H 4.118843 -2.272946 3.498465
H 0.808977 -2.807489 4.124167
H -1.188386 -3.295093 5.531595
H -3.458269 -2.875315 4.643287
H -3.773605 -1.938383 2.388940
H -6.299328 -0.112104 -0.845846
H -5.237911 -1.544300 -0.705851
H -6.162497 -1.264829 -2.177811
H -5.600090 1.866060 -2.091472
H -5.712957 0.874062 -3.554670
H -4.226817 1.803058 -3.234323
H -3.843697 -1.958691 -2.708100
H -2.784042 -0.723372 -3.305016
H -4.411544 -0.881069 -4.006578
C 4.135709 0.930635 -1.742065
O 2.735356 1.262850 -1.673517
C 2.445661 2.568531 -2.142240
C 0.962758 2.729445 -1.958790
O 0.288163 1.667705 -2.619086
C 0.049011 1.947584 -3.999524
H 4.493459 1.109962 -2.769531
H 4.140737 -0.136322 -1.484723
H 4.672252 1.538689 -0.992319
H 2.764452 2.653408 -3.196278
H 2.985170 3.308891 -1.520737
H 0.582671 3.701695 -2.313669
H 0.702049 2.602264 -0.891805
H 0.990829 2.147789 -4.529920
H -0.641064 2.804908 -4.071110
H -0.430459 1.054576 -4.414552
S 1.577545 -1.706219 -6.457388
Sb 2.389150 -0.581254 -4.624075
S 2.549546 -2.093000 -1.634050
S 3.722354 1.148961 -5.462548
C -1.332135 -2.826977 -4.136792
C -0.852615 -2.205673 -2.855214
O -0.831943 -2.841478 -1.809458
O -0.492430 -0.940735 -2.902334
H -0.651294 -3.656090 -4.365277
H -1.295858 -2.119606 -4.970990
H -2.335821 -3.241119 -3.998005

Cartesian forces (eV/Å) of the 6 atoms listed first:
1.2 -0.7 0.2
-0.5 -0.1 0.2
0.2 0.1 -0.1
0.4 -0.2 0.0
0.1 0.5 -0.1
-0.4 -0.4 -0.1

Here are the Mulliken charges for atoms 1 to 2, given in e:
1. Ti -0.37
2. C -1.89

Entry from OMol25: a molecular structure, C30H57DyN4O4PSSe in a non-equilibrium geometry (ωB97M-V/def2-TZVPD).

Computed properties:
expectation value of S² = 9.2532
spin multiplicity = 6
LUMO energy (alpha / beta) = -0.1286 / -0.0710 hartree
net charge = +1
HOMO-LUMO gap (alpha / beta) = 8.35 / 9.90 eV

Element x y z (Å)
Dy 0.089936 -0.665100 -0.377901
C -1.137711 2.772061 -0.253810
C -0.601452 2.482445 -1.647186
N 0.494090 1.516660 -1.613392
C 1.848908 2.040315 -1.392748
C 2.146832 2.467035 0.040947
S 1.697795 1.252537 1.335578
C 0.427479 2.142087 2.277429
C -1.005778 1.717717 1.970539
N -1.264377 1.537256 0.536054
H -0.463435 3.445106 0.270625
H -2.093224 3.292334 -0.330799
H -1.394676 2.043641 -2.246562
H -0.297857 3.416310 -2.126124
H 0.529759 1.023109 -2.494032
H 2.532156 1.247650 -1.677400
H 2.047433 2.897168 -2.041187
H 3.217814 2.636641 0.134308
H 1.652301 3.401202 0.300915
H 0.630748 1.946363 3.330405
H 0.596097 3.206724 2.122247
H -1.189608 0.758805 2.445560
H -1.684681 2.445604 2.426793
H -2.208194 1.180733 0.431756
O 2.701454 -3.101236 -2.536491
Se 1.667539 -2.041209 -1.936224
O 0.290636 -2.709345 -1.241499
O 2.185941 -1.139732 -0.618500
O 1.042939 -0.889853 -2.917742
C -2.541421 -2.092841 5.989729
C -1.136642 -1.526775 5.793066
C -0.534234 -1.969426 4.436780
C -1.636731 -2.294760 3.405794
C -2.755010 -1.258101 3.595022
C -3.499340 -1.549329 4.912575
P -0.979498 -2.463529 1.691626
C -2.270621 -3.460129 0.797813
C -2.771304 -4.746792 1.521712
C -4.279413 -4.719474 1.778525
C -5.073076 -4.556842 0.476315
C -4.455420 -3.473366 -0.441585
C -3.460359 -2.603547 0.323591
C 0.480670 -3.593928 1.815922
C 0.345224 -4.889613 2.647390
C 1.728679 -5.400793 3.100012
C 2.771807 -5.154831 2.010995
C 2.999289 -3.641160 1.818824
C 1.759074 -2.836331 2.232782
H -2.914620 -1.849002 6.984382
H -2.496930 -3.185069 5.941622
H -0.482171 -1.843923 6.605195
H -1.183443 -0.433907 5.847201
H 0.111296 -2.835840 4.583088
H 0.103078 -1.168931 4.043772
H -2.060546 -3.276002 3.639031
H -3.454242 -1.225338 2.762945
H -2.300005 -0.266809 3.661071
H -4.302511 -2.268114 4.730934
H -3.974433 -0.631548 5.266310
H -1.725601 -3.757769 -0.102441
H -2.253392 -4.908252 2.464575
H -2.536391 -5.618581 0.901974
H -4.519775 -3.906762 2.475513
H -4.574134 -5.644111 2.277767
H -6.111572 -4.309813 0.707885
H -5.095139 -5.517062 -0.046736
H -5.238081 -2.848874 -0.875258
H -3.930095 -3.941857 -1.283031
H -3.978010 -2.150879 1.170273
H -3.115975 -1.788444 -0.306211
H 0.616095 -3.872014 0.771908
H -0.126797 -5.658167 2.032637
H -0.296638 -4.746949 3.520641
H 1.656280 -6.462546 3.340477
H 2.038712 -4.894719 4.021071
H 2.415635 -5.603272 1.076854
H 3.712143 -5.650769 2.249865
H 3.240773 -3.428336 0.774298
H 3.852717 -3.308631 2.410981
H 1.815136 -1.848968 1.786964
H 1.756394 -2.681641 3.312462
N -1.757233 -0.646635 -1.893624
C -1.745686 -1.395386 -2.793092
N -1.834782 -2.228584 -3.783291
C -1.876847 -3.706596 -3.575584
C -1.150086 -4.392289 -4.733377
C 0.115941 -3.622716 -5.112802
C -0.220298 -2.220692 -5.663796
C -1.583031 -1.745748 -5.167030
H -2.917138 -4.023897 -3.512606
H -1.381107 -3.924059 -2.633728
H -1.811124 -4.489822 -5.598104
H -0.904100 -5.402295 -4.408654
H 0.694699 -4.182243 -5.847069
H 0.750992 -3.533571 -4.227314
H -0.252694 -2.229018 -6.755551
H 0.549389 -1.513205 -5.360620
H -2.389693 -2.138233 -5.783761
H -1.665795 -0.662669 -5.174263

Cartesian forces (eV/Å) of the 6 atoms listed first:
-1.7 2.7 1.6
0.1 0.0 0.1
0.0 -0.1 0.1
0.2 0.0 0.1
-0.2 0.0 0.2
0.0 0.0 0.0

Here are the Mulliken charges for atoms 1 to 2, given in e:
1. Dy 0.17
2. C -0.87